122
Properties=species:S:1:pos:R:3:lowdin_charge:R:1 method="wB97M-V/def2-TZVPD" e_above_lowest_ev=0.971 homo_ha=-0.0244 charge=-2 multiplicity=1 energy_ha=-3395.79984 lumo_energy_ev=3.353
Rb -0.145 -0.472 0.650 0.6524
C 0.004 -4.058 3.658 -0.0606
C -0.196 -3.040 2.717 -0.1948
N -0.871 -1.945 2.971 0.0331
C -1.410 -1.770 4.183 -0.1591
C -1.267 -2.739 5.220 -0.1789
C -0.532 -3.903 4.908 -0.0353
C -1.867 -2.532 6.473 -0.1051
C -2.639 -1.406 6.669 -0.1280
C -2.826 -0.467 5.669 -0.0482
C -2.204 -0.584 4.409 -0.2498
N -2.222 0.363 3.483 0.1113
C -3.244 1.109 3.101 -0.2459
C -4.572 0.629 3.106 -0.0690
C -5.599 1.304 2.473 -0.1274
C -5.391 2.523 1.864 -0.0906
C -4.114 3.099 1.897 -0.1716
C -3.847 4.373 1.350 -0.0368
C -2.588 4.904 1.439 -0.0941
C -1.598 4.150 2.084 -0.2055
N -1.806 2.963 2.595 0.1323
C -3.021 2.413 2.513 -0.1608
H 0.566 -4.941 3.384 0.0992
H 0.204 -3.135 1.716 0.0630
H -0.409 -4.669 5.667 0.1034
H -1.735 -3.275 7.253 0.0861
H -3.126 -1.255 7.629 0.0892
H -3.443 0.406 5.849 0.1025
H -4.753 -0.338 3.558 0.1076
H -6.583 0.851 2.438 0.0967
H -6.195 3.042 1.356 0.0895
H -4.652 4.926 0.877 0.1051
H -2.359 5.883 1.034 0.0867
H -0.595 4.549 2.207 0.0841
C 3.092 3.957 2.346 -0.0296
C 2.493 2.601 2.018 -0.2657
N 1.594 2.448 1.087 0.0858
N 1.236 3.472 0.331 -0.0479
C 0.159 3.518 -0.522 -0.8605
N 0.122 4.733 -1.249 0.0372
S -0.908 2.313 -0.839 0.8448
C 2.904 1.454 2.790 -0.2337
C 4.056 1.486 3.611 -0.0391
C 4.350 0.409 4.417 -0.0867
C 3.510 -0.699 4.393 -0.0579
C 2.443 -0.677 3.498 -0.1332
N 2.151 0.341 2.723 0.1157
H 2.321 4.728 2.278 0.0687
H 3.913 4.218 1.672 0.0907
H 3.463 3.973 3.366 0.0653
H 1.712 4.372 0.442 0.1265
H 0.244 5.555 -0.667 0.0638
H -0.750 4.778 -1.760 0.0652
H 4.730 2.331 3.597 0.0987
H 5.223 0.427 5.062 0.1015
H 3.685 -1.551 5.033 0.1001
H 1.777 -1.527 3.423 0.0948
O 3.657 1.375 -0.907 -0.0677
H 2.850 1.707 -0.499 -0.0026
H 3.643 0.430 -0.701 -0.0141
F -1.489 -3.444 -0.418 -0.0850
C -0.218 -3.299 -0.988 -0.4062
F -0.454 -3.664 -2.328 -0.0884
F 0.415 -4.532 -0.513 -0.1653
C -4.413 -1.404 0.235 -0.0320
C -3.974 -0.891 -1.103 -0.2824
C -4.810 -1.020 -2.209 -0.0639
C -4.394 -0.525 -3.437 -0.3106
C -5.318 -0.619 -4.626 -0.0771
C -3.143 0.040 -3.580 -0.0130
C -2.211 0.104 -2.507 -0.3330
C -2.731 -0.322 -1.254 -0.0821
N -0.932 0.500 -2.511 -0.0854
C 0.019 0.548 -3.588 -0.4626
C -0.482 0.289 -5.022 -0.0940
C 0.677 0.266 -6.018 -0.3015
C 1.692 -0.812 -5.642 -0.1285
C 2.231 -0.521 -4.243 -0.2903
C 2.910 0.847 -4.230 -0.1245
C 1.891 1.914 -4.622 -0.2931
C 1.362 1.629 -6.025 -0.1370
C 0.747 1.907 -3.610 -0.1073
C 1.075 -0.534 -3.249 -0.0832
H -5.345 -1.962 0.149 0.0702
H -4.560 -0.582 0.935 0.0524
H -3.646 -2.060 0.642 0.0743
H -5.771 -1.507 -2.107 0.0896
H -6.344 -0.784 -4.299 0.0592
H -5.029 -1.447 -5.278 0.0688
H -5.277 0.298 -5.215 0.0637
H -2.896 0.445 -4.547 0.0767
H -2.091 -0.249 -0.386 -0.0449
H -1.163 1.092 -5.313 0.1116
H -1.014 -0.663 -5.054 0.1238
H 0.279 0.051 -7.021 0.1303
H 2.512 -0.822 -6.368 0.1093
H 1.214 -1.794 -5.655 0.1178
H 2.961 -1.292 -3.963 0.1329
H 3.759 0.859 -4.923 0.1115
H 3.291 1.059 -3.231 0.0918
H 2.371 2.901 -4.607 0.1329
H 2.188 1.635 -6.746 0.1083
H 0.649 2.404 -6.323 0.1114
H 0.028 2.698 -3.840 0.1179
H 1.155 2.104 -2.620 0.0871
H 1.447 -0.338 -2.243 0.1027
H 0.585 -1.508 -3.234 0.1107
N 3.046 -5.216 -1.350 0.1961
C 4.192 -4.969 -0.692 -0.5141
O 5.131 -5.757 -0.684 0.0187
C 4.282 -3.636 -0.037 -0.1019
C 5.265 -3.437 0.936 -0.0028
C 5.406 -2.189 1.510 -0.0493
C 4.594 -1.159 1.054 -0.1340
N 3.654 -1.337 0.131 0.0725
C 3.480 -2.543 -0.381 -0.0472
H 2.943 -6.130 -1.758 0.1142
H 2.192 -4.716 -1.146 0.0604
H 5.905 -4.265 1.210 0.1148
H 6.148 -2.003 2.273 0.0995
H 4.701 -0.152 1.432 0.0999
H 2.679 -2.621 -1.104 0.1085